Density functional theory data (ωB97M-V/def2-TZVPD) for a 7-piece molecular cluster, C44H101F3N5O8 overall in a non-equilibrium geometry.

Last column: Löwdin charge in e.
Element x y z (Å)
C -0.372 -0.565 0.864  -0.0084
C -1.139 -1.815 1.265  -0.7158
O -2.195 -2.128 0.641  -0.0808
O -0.720 -2.490 2.236  -0.0535
H -0.746 -0.061 -0.019  0.0499
H 0.714 -0.656 0.769  0.0516
H -0.454 0.103 1.727  0.0644
C 7.146 6.434 1.306  -0.0879
C 6.314 5.142 1.347  -0.2413
C 5.878 4.695 -0.066  -0.1840
C 4.921 3.544 0.083  -0.1307
N 4.541 2.797 -1.166  -0.2135
C 3.526 3.557 -2.037  -0.0428
C 2.164 2.949 -1.730  -0.1272
C 2.385 1.885 -0.658  -0.1409
C 3.838 1.522 -0.801  -0.1140
C 5.750 2.510 -2.014  -0.1575
C 6.803 1.648 -1.358  -0.2254
C 7.955 1.482 -2.346  -0.0796
H 8.205 6.180 1.335  0.0775
H 6.931 7.074 2.162  0.0788
H 6.971 7.078 0.442  0.0765
H 5.459 5.229 2.022  0.1137
H 6.939 4.356 1.783  0.1104
H 6.800 4.447 -0.586  0.1157
H 5.383 5.573 -0.481  0.1253
H 3.976 3.923 0.486  0.1423
H 5.253 2.818 0.824  0.1347
H 3.860 3.495 -3.063  0.1310
H 3.610 4.568 -1.641  0.1331
H 1.724 2.577 -2.658  0.1126
H 1.453 3.703 -1.386  0.1120
H 1.760 1.023 -0.918  0.1060
H 2.028 2.167 0.333  0.0850
H 3.995 0.843 -1.642  0.1353
H 4.280 1.059 0.079  0.1280
H 6.130 3.474 -2.338  0.1349
H 5.380 1.972 -2.889  0.1390
H 6.395 0.658 -1.146  0.1074
H 7.178 2.128 -0.453  0.1153
H 8.286 2.450 -2.719  0.0874
H 7.668 0.865 -3.202  0.0840
H 8.781 0.930 -1.901  0.0851
C -3.015 -4.991 -0.498  0.0228
C -3.508 -4.992 0.897  -0.4196
O -4.623 -5.160 1.256  0.1809
N -2.452 -4.760 1.934  0.0661
H -1.760 -5.492 1.731  0.1855
H -1.912 -3.889 1.683  0.1132
C -2.926 -4.761 3.326  0.0217
H -2.353 -4.137 -0.670  0.0604
H -3.826 -5.015 -1.216  0.1067
H -2.384 -5.867 -0.698  0.1084
H -3.546 -3.880 3.446  0.0893
H -2.054 -4.740 3.972  0.1105
H -3.504 -5.651 3.555  0.1138
C -5.687 0.003 -2.743  -0.0331
C -4.830 1.257 -2.616  -0.1705
N -3.425 1.194 -3.112  -0.2457
C -2.858 2.581 -2.785  0.0568
C -2.598 0.189 -2.350  -0.1582
C -1.112 0.220 -2.629  -0.0628
C -3.241 0.922 -4.602  -0.0555
C -4.059 1.796 -5.547  -0.1907
O -5.423 1.489 -5.357  -0.2263
C -6.284 2.399 -6.045  -0.0547
H -6.587 0.199 -2.161  0.0999
H -5.199 -0.854 -2.274  0.0522
H -5.912 -0.280 -3.766  0.0822
H -4.760 1.493 -1.552  0.1171
H -5.308 2.104 -3.092  0.1308
H -1.862 2.660 -3.195  0.1011
H -2.890 2.696 -1.707  0.1178
H -3.491 3.296 -3.299  0.1073
H -2.990 -0.818 -2.498  0.1312
H -2.799 0.390 -1.294  0.1085
H -0.900 -0.065 -3.661  0.0829
H -0.480 -0.399 -2.002  0.0553
H -0.709 1.228 -2.539  0.0740
H -3.639 -0.088 -4.709  0.1473
H -2.188 1.040 -4.805  0.1254
H -3.789 1.475 -6.560  0.1472
H -3.852 2.860 -5.389  0.1299
H -6.166 3.420 -5.663  0.0971
H -7.321 2.135 -5.864  0.0986
H -6.056 2.358 -7.112  0.1003
C 3.163 -2.218 1.518  -0.0314
C 3.655 -2.720 0.168  -0.1434
N 3.376 -4.177 -0.125  -0.2735
C 3.935 -4.523 -1.459  0.0308
C 4.001 -5.078 0.927  -0.1601
C 5.499 -4.919 1.114  -0.0418
C 1.912 -4.463 -0.040  -0.0911
C 0.988 -3.637 -0.903  -0.1976
O 1.270 -3.761 -2.279  -0.1776
C 0.156 -3.349 -3.061  -0.0659
H 2.095 -1.995 1.510  0.0528
H 3.751 -1.367 1.852  0.0934
H 3.274 -2.967 2.303  0.0858
H 4.733 -2.628 0.053  0.1295
H 3.158 -2.180 -0.637  0.1237
H 3.525 -3.845 -2.198  0.1046
H 3.641 -5.546 -1.683  0.1275
H 5.015 -4.442 -1.462  0.1009
H 3.820 -6.098 0.595  0.1388
H 3.504 -4.885 1.869  0.1187
H 6.024 -4.841 0.161  0.0783
H 5.914 -5.859 1.480  0.1028
H 5.762 -4.107 1.784  0.0906
H 1.630 -4.301 1.002  0.1331
H 1.776 -5.536 -0.179  0.1494
H 0.995 -2.587 -0.585  0.1145
H -0.012 -4.041 -0.686  0.1212
H -0.513 -4.210 -3.189  0.1005
H 0.439 -3.071 -4.075  0.1005
H -0.400 -2.526 -2.609  0.0658
C -2.976 1.360 1.834  -0.0386
C -4.392 1.325 2.358  -0.1593
N -4.968 -0.054 2.313  -0.2655
C -6.409 -0.003 2.735  0.0396
C -4.943 -0.476 0.870  -0.1959
C -5.603 -1.790 0.508  -0.0311
C -4.195 -1.002 3.205  -0.0769
C -3.989 -0.463 4.608  -0.1850
O -3.560 -1.509 5.444  -0.1604
C -2.171 -1.768 5.389  -0.0841
H -2.886 0.933 0.846  0.0507
H -2.285 0.953 2.578  0.0850
H -2.543 2.366 1.758  0.0930
H -5.051 1.959 1.751  0.1377
H -4.493 1.828 3.320  0.1434
H -6.769 -1.021 2.817  0.1141
H -6.962 0.548 1.977  0.1181
H -6.488 0.545 3.668  0.1114
H -3.902 -0.566 0.578  0.0752
H -5.396 0.380 0.368  0.1188
H -5.224 -2.625 1.089  0.0653
H -5.316 -1.997 -0.522  0.0700
H -6.686 -1.678 0.504  0.0940
H -3.260 -1.190 2.682  0.1110
H -4.788 -1.915 3.186  0.1293
H -4.869 -0.015 5.061  0.1358
H -3.173 0.272 4.573  0.1261
H -1.926 -2.504 6.152  0.1008
H -1.590 -0.870 5.636  0.0975
H -1.859 -2.147 4.411  0.0551
C 0.253 3.615 1.357  -0.5480
O 0.384 2.446 2.215  -0.1192
O -0.530 3.325 0.349  -0.1754
C -0.122 4.837 2.210  -0.5396
F -1.122 4.610 3.087  0.1353
F 0.961 5.257 2.933  0.1029
F -0.469 5.869 1.417  0.1386
C 1.481 2.341 3.081  -0.2917
C 1.524 0.916 3.600  -0.0660
H 2.362 0.744 4.278  0.0821
H 0.624 0.663 4.166  0.0755
H 1.602 0.268 2.725  0.0407
H 1.438 3.046 3.917  0.1223
H 2.449 2.478 2.566  0.1069
H 1.277 3.878 0.962  0.1214

Calculated values
- Energy: -2911.4041 Ha
- HOMO level: -12.58 eV
- Spin multiplicity: 1
- LUMO: -0.2214 Ha
- Net charge: +3
- Largest force on an atom: 0.0371 Eh/bohr